Entry 1:
{"formula": "C40H85N7O16P4", "method": "the ωB97M-V functional and the def2-TZVPD basis", "largest_force_ev_per_a": 3.09, "lumo_ev": 0.34, "molar_mass_g_mol": 1044.0, "relative_energy_ev": 2.1011, "elements": ["C", "H", "C", "H", "C", "C", "C", "H", "H", "N", "H", "C", "C", "C", "H", "H", "H", "C", "H", "H", "C", "N", "C", "C", "O", "H", "H", "C", "H", "H", "C", "O", "H", "H", "H", "O", "C", "H", "C", "O", "C", "H", "P", "H", "C", "H", "H", "H", "H", "H", "C", "H", "H", "C", "H", "O", "H", "C", "C", "N", "H", "O", "C", "C", "C", "H", "O", "H", "H", "H", "H", "H", "N", "C", "C", "P", "P", "H", "H", "C", "C", "O", "H", "H", "H", "H", "O", "H", "H", "H", "O", "H", "H", "H", "O", "O", "H", "H", "H", "H", "H", "H", "H", "N", "H", "H", "N", "O", "H", "H", "C", "H", "C", "H", "H", "H", "H", "C", "C", "C", "H", "H", "O", "H", "H", "C", "O", "H", "H", "H", "H", "H", "C", "N", "H", "H", "H", "C", "H", "H", "O", "H", "H", "C", "H", "C", "P", "H", "H", "H", "C", "H"], "coordinates": [[-0.3390, -2.0145, -2.9859], [3.7385, -4.2228, -4.6682], [-0.7670, 0.5935, 0.8859], [-2.1178, 6.0228, 2.6385], [1.8694, -2.8797, 8.0213], [-5.4223, 2.3326, 1.3896], [-6.1675, -3.5023, 2.9003], [3.8939, -2.0593, 0.9184], [3.2565, 1.0037, -4.8044], [-3.4337, 2.1247, -4.5804], [-6.1540, 1.5688, 1.5111], [1.4698, 3.2287, -3.5026], [-6.6524, -3.7824, 1.5241], [2.4734, -5.1143, -1.8761], [-0.3577, -4.6490, 3.6651], [-6.6958, -2.7629, 3.4599], [-6.7585, 0.2170, -2.2512], [-5.6646, 6.9481, 1.1272], [-5.7826, -1.7324, -3.4357], [-6.1375, -4.3771, 3.4991], [3.0901, 0.8879, -2.7565], [-2.8508, -4.6839, 1.9635], [-2.0228, 4.0197, 2.3367], [-5.0974, 5.2880, -2.4912], [-5.9168, 4.9964, -1.3778], [0.4023, 6.4561, 2.7047], [-0.5252, 0.1478, -3.0601], [-4.1310, 1.9303, -3.7056], [-6.3212, -3.0229, 0.7578], [-4.5784, 7.0222, 1.2402], [4.9722, -7.8918, -3.8577], [4.1655, 4.4654, 0.9287], [3.3498, -7.8975, 0.3130], [4.6849, -2.8459, 2.2908], [-0.2927, -2.7741, -3.7264], [3.3585, -5.8354, -2.6666], [-5.0864, -0.8801, -3.2733], [-4.5146, 1.8635, 1.0261], [3.6159, -7.2246, 1.1184], [1.1056, -4.5962, 2.2046], [-3.6753, -3.9699, 2.3629], [-6.2460, -4.7290, 1.1922], [2.5771, -5.0867, 2.2006], [-5.2653, 2.8799, 2.2882], [-0.0374, 5.4846, 2.8255], [4.6586, 1.6331, -3.9587], [3.5753, 3.6964, -3.3376], [-4.5417, -1.0533, -2.3143], [0.7093, 3.5007, 2.4378], [-0.6938, 1.4783, 0.2849], [2.9900, -2.9226, 7.0270], [-0.2447, -1.6113, 2.3568], [5.3273, -3.6536, -5.2190], [0.6011, -0.6027, -5.3246], [2.9558, 3.5750, -0.6707], [5.3801, -6.4910, -3.8533], [3.7110, -2.0926, 7.2109], [3.5157, 1.6174, -3.9720], [4.6062, -3.6245, -4.3865], [1.7053, -0.5509, -5.5892], [-0.1026, 5.2189, 3.9150], [2.4856, -6.4168, 1.3474], [-1.0051, -0.7497, -3.5202], [-5.0222, 1.5069, -2.5937], [4.6660, 7.0044, 2.3059], [-4.5185, 4.3920, -2.7860], [3.3304, -4.0209, 1.2632], [0.7722, 2.5284, -3.9966], [-1.3711, -1.3885, -5.5674], [3.8850, -7.7832, 2.0479], [-1.4226, 0.3647, -5.2671], [3.5648, 7.1348, 2.3338], [1.0567, -2.6380, 8.8209], [-0.2385, -1.7858, 1.2899], [-0.8741, -0.6059, -5.0151], [4.9143, -5.5420, -2.6388], [-5.2762, 4.6658, 0.0648], [0.8556, 4.6550, 1.1113], [1.8111, 5.7335, -1.7833], [0.1378, -0.5384, 0.5175], [-1.4244, 5.3635, 2.2040], [-3.8190, 4.7868, 0.2393], [-4.6128, -2.0771, 2.3552], [0.0416, -0.6614, -0.5632], [1.2947, 7.1819, -1.1733], [2.7521, -5.1505, -0.8275], [5.4876, -5.7218, -1.3230], [4.7119, -8.2600, -4.8577], [2.9424, 2.7529, 1.0211], [-2.0555, -0.7536, -3.2852], [2.7193, 6.1883, -0.0632], [4.2638, -2.6134, -4.1751], [-4.4020, -0.7413, -4.1520], [-5.7422, 5.6495, -3.3033], [4.7432, 5.6045, -1.3133], [3.2271, -5.2298, 3.5364], [1.1105, 4.2889, -3.5836], [1.6861, -3.4368, 5.4601], [1.3859, 2.9146, -2.4495], [4.3704, 2.6983, 0.0311], [-0.7236, 0.7842, 1.9629], [1.9854, 4.8004, 2.3904], [-4.4391, -2.8387, 3.9203], [-2.3346, 2.9402, 2.5005], [-5.5281, 2.3743, -2.2177], [2.9506, -2.3089, 2.4587], [2.6026, 0.4244, -1.8000], [-6.1300, 5.5719, 0.9894], [-4.4240, 1.1003, -1.8047], [5.8015, -8.5081, -3.4473], [2.0864, -1.2873, 5.3477], [-1.3276, 5.6919, 1.1637], [2.4811, -2.7069, 5.6147], [3.3959, -3.9414, 7.1181], [-0.9716, -2.3188, -2.1594], [1.1547, -0.2475, 0.6183], [0.8780, -5.9184, 3.7865], [-2.1348, 0.1354, 0.5969], [2.9320, 3.0803, -3.9736], [2.2011, 6.6302, -1.3226], [2.3540, -4.0917, -2.2066], [1.4882, -5.6299, -1.9883], [-5.9043, 3.2997, 0.3709], [1.8361, -1.1030, 4.2807], [1.2961, -0.8373, 5.8887], [-4.6404, -3.0233, 2.8799], [4.9860, 6.8368, 0.9389], [-0.3883, -5.9868, 2.4669], [-7.7643, -3.8355, 1.4075], [-5.8809, 7.3992, 0.1644], [3.2348, -3.0190, 4.9175], [3.1305, 3.4749, -4.9815], [3.7382, -2.7632, 1.7875], [-3.1743, -0.2345, 0.2587], [4.0852, -8.0477, -3.2545], [-1.1641, -2.2327, 0.8690], [4.9724, 6.0578, 2.7828], [0.9408, 4.5134, 2.1339], [-4.3160, 5.9827, -2.0926], [4.4697, -6.6154, 0.8684], [5.2116, -4.0873, -3.2302], [-6.6087, 0.6452, -3.9902], [5.1374, 7.8531, 2.7856], [-6.0223, 0.3696, -3.1041], [-6.1766, 7.4723, 1.9354], [0.2510, -5.3401, 3.0970], [4.2807, 5.7387, 0.0370], [0.4735, -2.6129, 1.1069], [2.9491, -0.6273, 5.6638], [0.6490, -1.8180, -2.5574], [3.5403, 3.3248, 0.3305], [2.9631, 7.1156, -1.9020]]}

=====

Entry 2:
{"formula": "C40H87ClO15P2S2Si2", "method": "the ωB97M-V functional and the def2-TZVPD basis", "largest_force_ev_per_a": 2.93, "lumo_ev": 0.02, "molar_mass_g_mol": 1025.8, "elements": ["H", "H", "H", "H", "H", "O", "O", "H", "H", "C", "H", "H", "H", "H", "H", "H", "H", "O", "C", "H", "O", "H", "O", "C", "C", "C", "H", "H", "H", "H", "C", "H", "C", "H", "H", "O", "H", "H", "H", "C", "H", "C", "H", "H", "H", "H", "H", "O", "O", "S", "C", "O", "H", "H", "C", "C", "P", "H", "H", "H", "Si", "H", "O", "H", "C", "H", "H", "O", "H", "H", "H", "H", "H", "O", "C", "H", "C", "C", "H", "H", "H", "H", "C", "H", "H", "Cl", "C", "H", "H", "C", "H", "O", "H", "H", "H", "H", "H", "H", "C", "C", "C", "C", "C", "H", "C", "H", "H", "C", "H", "C", "H", "H", "H", "H", "H", "C", "C", "H", "H", "H", "H", "Si", "H", "H", "S", "C", "O", "H", "C", "H", "H", "H", "H", "C", "C", "O", "C", "C", "H", "C", "C", "H", "P", "H", "C", "C", "H", "H", "C"], "coordinates": [[1.5275, 4.0416, 0.3230], [-7.1359, -1.3868, -3.5037], [-9.0966, -0.9839, -6.7946], [7.2257, 0.5519, -1.1402], [-14.4536, 0.3614, -2.8978], [0.0956, -9.0126, 4.1739], [2.0327, -0.6655, 2.2454], [-10.1966, -0.6195, -3.9431], [0.6646, 6.8335, 1.2863], [7.2110, 0.8397, 1.0665], [7.9634, 3.2354, 0.2777], [3.3176, 4.1786, -1.3201], [10.2210, -4.7106, -1.9124], [9.8793, -5.3104, -0.2720], [-1.1429, 4.2285, 1.5392], [6.4769, 0.0035, 1.0573], [-12.1638, 0.5151, -7.0380], [-10.8135, -1.9900, -6.1528], [2.3293, 5.9982, -0.3998], [-10.4108, 0.5535, -5.2257], [-12.6429, -2.2569, -7.3425], [1.0035, -4.5577, 3.3774], [-7.5638, -0.9645, -2.7447], [7.5576, 2.7152, -0.6219], [-4.5453, 4.3245, -0.0233], [-13.8839, 1.3697, -4.6813], [-3.3251, 5.4589, 2.2301], [-11.9352, -0.1889, -8.6534], [-0.4673, -0.2105, 2.0304], [-1.6218, -7.5179, 2.2473], [4.8731, 5.4401, -0.3393], [8.1469, 3.0403, -1.5066], [1.1875, -1.5198, 2.2131], [-0.2525, -3.7725, 0.7032], [9.0821, -0.3720, 1.3609], [-14.7113, 2.3233, -5.1294], [-0.2921, -11.1032, 2.5583], [1.1415, 5.3943, 2.2283], [-0.2139, -1.2729, 0.6301], [-0.2250, -7.7564, 3.8346], [15.3567, -2.1369, 4.4628], [0.5213, 5.7361, 1.3664], [-0.3942, -10.7851, 5.0154], [-8.7870, 0.2186, -4.6081], [-15.4551, -0.0988, -4.2956], [11.8816, -2.1662, 5.2735], [-1.2255, 5.6727, 2.6285], [1.5060, -2.7792, 2.5467], [13.8620, -1.6018, 1.6415], [-3.0345, 1.0544, 2.4943], [-1.6138, -7.4596, 3.3358], [-5.3909, 1.5592, 0.2070], [-0.3447, -3.4552, 3.2441], [8.0716, -0.1246, 2.8802], [12.8908, -1.8412, 5.0201], [-16.8072, 2.4964, -3.9062], [-6.6636, 0.4247, -2.4499], [-8.9126, -2.1031, -5.4649], [13.5553, -2.6687, 5.2751], [16.0132, -2.2402, 2.8492], [-6.9350, 1.1288, -0.3311], [-1.8792, -6.4483, 3.6414], [0.6189, -6.9014, 3.8650], [-1.6267, 7.0829, 0.4084], [6.0770, 3.1630, -0.8362], [-5.1413, 2.1228, 3.9120], [3.6707, 5.7490, -2.0903], [12.8838, -1.6063, 3.6074], [-16.4609, 2.8725, -5.9834], [-0.9662, -1.8782, 2.1256], [10.6767, -2.7216, 2.0567], [-16.5434, 3.5061, -3.5873], [-13.8161, -0.6865, -4.1824], [-7.0902, 1.6362, -3.5297], [15.3392, -1.6652, 3.4825], [5.1030, 6.5324, -0.3689], [7.7352, 1.1768, -0.3832], [-9.5691, -1.3337, -5.8747], [9.0525, 1.2188, 2.1722], [6.7490, 1.7440, 1.5080], [-5.5044, 5.9255, 1.1544], [13.1612, -0.7531, 6.8609], [0.2032, -4.4796, 1.3988], [-6.3804, 2.2872, -3.4573], [-16.4919, 1.8191, -3.1113], [-7.7165, -0.5471, 0.7244], [-11.7050, -1.5596, -7.0572], [-2.0559, 5.5209, -0.3407], [12.0606, -4.1255, -0.2823], [-1.9711, 6.0485, 0.6352], [-17.8917, 2.4310, -4.0051], [9.7817, -2.6958, 0.2411], [-16.3917, 1.1721, -5.5876], [-7.9459, 2.1757, -0.2049], [-3.4382, 3.6938, 3.4238], [14.2168, -0.2092, 5.5484], [5.4042, 2.8953, 0.0057], [10.2194, -4.3121, 1.4891], [3.5147, 5.2489, -1.1045], [-11.5646, -0.1775, -7.6290], [-4.5936, 5.8031, 0.5161], [12.0468, -3.5040, 0.6165], [13.9806, -1.6490, 2.8359], [-4.7536, 6.4946, -0.3420], [6.0556, 4.7270, -1.0824], [0.3985, 5.0231, -0.7149], [15.7080, -0.6428, 3.5614], [-0.9608, 5.3203, 1.6024], [-0.4872, -5.3104, 1.5486], [-16.1317, 2.1665, -5.2210], [-10.5374, 0.1775, -7.6769], [-3.4096, 7.1886, 1.8358], [-1.6597, -10.0288, 2.3346], [5.7402, 2.7002, -1.7918], [-5.0686, 4.3299, -1.0094], [-9.7462, -0.2278, -4.8561], [13.2173, -0.5762, 5.7858], [1.1091, -4.8567, 0.9214], [12.7076, -3.9544, 1.3573], [-1.7503, -9.6927, 4.8724], [-2.3793, -8.1170, 3.7424], [-5.3722, 3.0473, 1.1020], [4.8120, 5.1112, 0.7186], [8.5916, -5.2422, -1.4483], [-4.7687, -0.0528, -2.6095], [-1.1993, -10.7277, 3.0343], [8.2891, -2.7148, -1.3718], [1.9011, 6.7462, -1.0944], [-3.3545, 6.1788, 1.3812], [-3.4870, 4.0153, -0.1892], [12.5161, 0.2173, 5.5229], [-6.7336, 3.4488, 1.4837], [5.9269, 4.9113, -2.1733], [8.4210, 0.3327, 1.9328], [1.1638, 5.0641, 0.0880], [-12.6948, 1.5185, -4.7894], [9.1183, -3.3165, -0.7441], [-14.4528, 0.1719, -3.9712], [2.7554, 6.5176, 0.4907], [-0.2017, -1.2195, 1.7187], [9.4893, -4.7296, -1.1052], [-1.8853, -11.5616, 3.1905], [-4.1973, 2.5880, 2.9506], [8.8298, 0.9794, -0.3864], [-0.8641, -10.0596, 4.3516], [0.5404, -3.8236, 2.7209], [7.0253, 5.1351, -0.7194], [12.4437, -2.5352, 0.3377], [10.6465, -3.3581, 1.1715]]}